Entry 1:
6 unconnected molecules or ions with the total composition C27H70B4FN5O12 at a distorted geometry, computed with ωB97M-V/def2-TZVPD.

The geometry in XYZ format:
```
119
Properties=species:S:1:pos:R:3:forces:R:3:mulliken_charge:R:1
F -1.8761 -0.4223 -1.6651 4.25 -2.80 -0.61 -0.3112
O 3.0640 3.2395 -3.0204 1.81 -1.42 3.36 -0.3947
O 4.8933 4.1447 -1.6428 -7.42 -4.44 -0.86 -0.5711
O 1.8543 -4.7491 0.6320 -0.06 4.89 0.60 -0.5601
O 1.4160 -3.1398 -2.4427 -1.19 4.09 2.83 -0.3638
O 0.5332 -0.6859 -2.4798 -0.96 -3.86 1.16 -0.6212
O -1.4693 -5.0405 4.0217 -0.47 -0.33 -0.19 -0.3423
O -0.2314 3.5104 0.4152 -0.37 0.13 -0.39 -0.1934
O -0.7142 -2.6239 -1.1934 3.70 3.38 -1.40 -0.2527
O -3.6883 -5.0669 -3.2215 -0.52 0.25 0.26 -0.4586
O 5.2274 -4.2948 -3.1029 0.01 -0.52 0.26 -0.2376
O 1.7623 -2.1874 1.2606 1.59 -1.82 -2.93 -0.4076
O -1.7361 10.5514 3.5392 0.49 -0.03 0.36 -0.3947
N -2.6167 7.9608 4.4180 0.11 0.21 -0.30 -0.7006
N -2.0423 -3.2773 1.8258 0.25 -0.25 0.20 -0.5189
N -0.7295 6.1038 1.5488 0.26 -0.16 -0.15 -0.5221
N -5.2147 -4.5603 -5.6033 0.12 -0.29 0.25 -0.7437
N 5.1184 -3.3716 -0.3836 -0.18 0.12 -0.23 -0.5971
C -4.1753 -3.6735 2.9420 -0.30 0.08 -0.09 -1.5963
C 3.2291 2.7593 -0.2912 -1.06 -0.77 -0.94 -0.2545
C -1.4307 8.5727 5.0367 -0.34 0.33 -0.10 0.4038
C 2.9820 -1.2895 -3.6184 -0.05 -1.07 -0.38 -0.3397
C 5.3923 -4.7906 -0.6580 0.24 0.04 -0.37 0.8811
C -1.6872 5.5357 0.5875 0.07 -0.39 0.23 0.1823
C -5.2619 -2.4845 -4.3222 -0.19 0.27 -0.02 -1.3440
C 4.8810 -5.2068 -2.0567 -0.34 0.24 0.08 -0.7493
C 3.7589 3.4251 -1.7037 5.27 3.70 0.44 0.5250
C -1.8114 9.1084 6.4148 0.07 -0.10 0.31 -1.4447
C -2.8147 -4.0205 -2.8272 0.15 -0.33 -0.09 -0.6103
C -1.0254 4.4588 -0.3033 0.24 0.26 -0.02 -0.7527
C -0.7961 9.6391 4.1141 -0.08 -0.26 -0.26 -0.6156
C -5.0791 -4.7483 -3.1193 -0.01 -0.25 -0.22 -0.6323
C -2.3403 -5.4728 2.9725 0.25 0.08 -0.21 -0.7828
C -0.9683 2.4443 0.9931 0.21 -0.05 0.17 -0.7716
C -2.1264 -4.7258 5.2394 0.32 0.15 0.02 -0.7113
C 2.7199 -4.6754 1.8208 0.64 -1.26 1.40 -0.5398
C -2.0975 11.6332 4.3834 -0.23 -0.06 -0.29 -0.6361
C -2.9109 5.0296 1.3473 -0.28 0.12 0.03 -1.5109
C -5.6401 -3.9635 -4.3278 0.46 0.05 0.01 0.3059
C 6.8809 -5.0573 -0.4494 0.17 -0.10 0.27 -1.6753
C 2.9791 1.7496 -3.1460 -0.38 -0.98 0.00 -0.0474
C -3.0132 -4.3199 2.1919 0.16 0.13 0.41 0.5371
C 6.5324 -4.4735 -3.6308 -0.08 0.32 -0.12 -0.7576
C 2.6488 1.2546 -4.6691 -0.50 1.36 -0.56 -0.6942
C 2.7366 -0.3527 -4.9361 0.21 -0.65 -0.38 -0.4471
B 0.7284 -3.0480 -1.1079 -2.28 -0.19 -3.89 1.0641
B 1.4712 -3.3293 0.3375 1.41 -1.84 2.60 0.4293
B 1.5596 -1.6903 -2.8249 0.70 -0.64 -0.25 0.3546
B -0.6358 -1.2807 -1.8032 -2.37 0.91 0.58 0.4596
H -3.5761 4.4644 0.6866 0.07 0.03 0.07 0.3953
H -5.2914 -4.2353 -2.1723 0.11 0.12 -0.05 0.3354
H 0.0113 10.1823 4.6222 -0.12 0.08 0.10 0.4171
H -2.9532 11.3542 5.0016 0.08 0.13 0.20 0.2215
H -3.2237 -3.4295 -2.0010 0.00 0.00 -0.10 0.3505
H -5.5988 -5.7128 -3.0745 0.16 0.04 -0.05 0.3664
H 1.7331 -0.7468 -5.4482 2.15 1.05 1.10 0.1573
H -2.0109 8.2788 7.1032 0.00 0.12 -0.18 0.3632
H 5.4837 -2.8341 -1.1761 -0.03 -0.14 0.29 0.3588
H -2.6476 4.3917 2.1949 0.06 0.06 -0.12 0.3060
H 7.5161 -4.3373 -0.9717 -0.14 -0.05 0.00 0.3022
H -1.4137 -4.8660 6.0568 -0.01 -0.05 -0.16 0.2477
H 3.3419 1.8649 -5.4248 -1.39 -1.47 1.72 0.2889
H -1.5450 -3.0128 2.6819 -0.22 0.00 -0.24 0.3310
H -6.7344 -4.0161 -4.2733 0.11 -0.12 0.04 0.4160
H -2.3369 7.5238 3.5394 0.05 -0.10 0.14 0.1789
H 3.5113 1.6109 -0.3385 -0.43 2.37 0.20 0.1377
H -1.8218 2.1482 0.3743 0.03 0.08 0.05 0.3591
H -3.2319 8.7251 4.1217 0.16 -0.24 0.20 0.3260
H 2.6709 -1.8294 0.9591 -1.95 -0.59 0.96 0.3544
H 2.0438 2.7940 -0.2343 2.46 0.08 -0.18 -0.0312
H 4.0133 1.3444 -2.7589 -2.07 0.44 -0.94 0.3434
H -0.9980 9.7039 6.8419 -0.08 -0.02 -0.04 0.3464
H 0.0429 6.5227 1.0301 -0.16 0.06 0.11 0.2713
H 4.1108 -3.2186 -0.4342 0.10 -0.13 -0.09 -0.0374
H 3.5948 -0.6258 -5.7141 -1.78 0.86 1.72 0.3081
H -4.2205 -2.3138 -4.6070 -0.08 -0.11 0.05 0.2411
H -2.7129 9.7260 6.3935 0.10 -0.05 -0.10 0.2710
H 3.0839 -5.7765 2.0456 -0.68 2.29 -0.53 0.1943
H -4.7698 -3.0538 2.2604 0.18 -0.10 0.10 0.3653
H 2.1027 -4.3114 2.7540 1.38 -0.61 -1.89 0.2055
H -0.3320 4.9662 -0.9846 0.02 -0.10 0.14 0.3519
H -0.3007 1.5840 1.0930 0.00 0.11 -0.08 0.2513
H -0.2918 5.3182 2.0401 -0.21 0.26 -0.08 0.2668
H 6.5380 -4.0999 -4.6585 -0.11 -0.05 0.11 0.2459
H 1.5389 1.6014 -4.9251 2.39 -0.65 0.69 0.2435
H 3.6423 -3.9882 1.6053 -1.72 -1.36 0.66 0.3012
H 3.6807 3.2559 0.6724 -0.65 -0.83 -2.40 0.3020
H -4.8411 -4.4339 3.3630 0.07 0.06 -0.01 0.3795
H 2.0974 1.4017 -2.4592 1.78 0.41 -1.17 0.0713
H -1.7038 -6.0263 2.2718 0.04 0.12 0.12 0.3331
H -3.8433 -3.0219 3.7543 0.06 -0.11 -0.09 0.2919
H -1.8738 -4.4691 -2.4968 -0.22 -0.05 -0.05 0.2481
H 5.1932 -6.2277 -2.3124 0.15 0.09 0.02 0.4878
H -3.4835 5.8732 1.7505 0.15 -0.13 -0.06 0.3692
H -1.3003 2.7210 1.9959 -0.19 -0.13 -0.02 0.2201
H 6.8322 -5.5266 -3.6452 -0.02 0.06 0.10 0.3161
H -5.4237 -2.0425 -3.3337 0.06 -0.04 -0.08 0.3454
H -3.0811 -6.1880 3.3528 -0.04 0.12 0.10 0.4762
H 3.4172 -2.3245 -4.0257 -0.92 2.16 1.04 0.0944
H -1.7645 3.9480 -0.9340 -0.03 -0.06 0.16 0.4342
H -5.8815 -1.9310 -5.0376 0.12 -0.17 0.09 0.3605
H -1.2632 11.9654 5.0102 -0.04 -0.10 0.02 0.2927
H -2.5909 -3.3794 -3.6823 0.03 0.24 0.09 0.1572
H -2.0290 6.3422 -0.0726 0.15 -0.09 -0.01 0.3570
H 3.8122 -0.8903 -2.8730 -1.77 -0.64 -1.54 0.1936
H 7.2497 -3.8791 -3.0610 0.19 -0.17 -0.03 0.2744
H 7.1336 -4.9900 0.6153 -0.08 0.04 -0.19 0.4028
H -4.1956 -4.6620 -5.5648 -0.32 0.12 -0.05 0.3254
H -1.3154 -3.6982 1.2464 -0.22 0.12 -0.07 0.0317
H -2.9914 -5.3721 5.4216 0.00 0.08 -0.09 0.3133
H -0.3357 9.1185 3.2659 -0.18 0.07 0.04 0.2802
H -5.5506 -5.5231 -5.6405 -0.02 0.19 -0.08 0.2732
H -3.4235 -4.7455 1.2680 0.15 -0.05 0.06 0.3474
H 3.7849 -5.2149 -2.0252 0.11 0.12 -0.06 0.1734
H -2.4070 12.4698 3.7509 0.09 -0.13 -0.02 0.2543
H -2.4261 -3.6758 5.2409 -0.21 -0.05 0.13 0.2550
H 4.8507 -5.3931 0.0815 -0.07 0.07 -0.17 0.1905
H 7.1503 -6.0623 -0.7901 -0.04 0.11 0.00 0.3549
H -0.6818 7.7867 5.1926 -0.03 0.08 -0.16 0.4038
```
Positions in Å, forces in eV/Å.

## Properties
ΔE to the lowest compared entry with this formula, charge and spin   379.5 kJ/mol
Lowest unoccupied orbital energy   -0.46 eV
Maximum force   8.687 eV Å⁻¹
SMILES   COB(O)B1OB(F)OB(CCCCOC(C)=O)O1.COC[C@@H](C)N.COC[C@@H](C)N.COC[C@@H](C)N.COC[C@@H](C)N.COC[C@@H](C)N
Energy   -2446.7313 a.u.
HOMO   -8.933 eV
Orbital gap   8.47 eV

Entry 2:
8 unconnected molecules or ions with the total composition C27H70O24S7 at a distorted geometry, computed with ωB97M-V/def2-TZVPD.

The geometry in XYZ format:
```
128
Properties=species:S:1:pos:R:3:forces:R:3:mulliken_charge:R:1
S 0.2600 1.3161 0.8120 0.74 -0.35 0.15 0.8669
S -2.1718 -0.4215 -3.5489 -0.69 0.15 -0.04 1.1351
S -3.5466 -1.3743 3.4168 -1.17 1.09 1.38 1.4445
S 1.0687 6.6860 -0.2373 1.18 0.15 0.55 1.2670
S 3.6982 1.8945 4.2045 1.36 0.06 0.33 1.1313
S -3.4432 4.2471 -2.0978 0.42 -0.21 -0.19 1.1898
S 2.5216 -5.7520 -3.4961 -0.95 -0.42 0.66 1.1741
O 0.2953 2.6671 0.3701 -0.06 0.49 -0.38 -0.3947
O 1.4295 7.5161 1.0714 0.05 0.15 -0.14 -0.3018
O 1.3810 -5.2775 -4.4854 -0.30 -0.44 0.11 -0.2688
O 1.3351 -3.9522 1.7348 0.14 0.22 -0.67 0.0457
O 2.3758 2.2958 4.4823 -0.89 0.32 0.01 -0.5709
O -4.4148 -1.6319 4.7422 -0.17 -0.12 -0.09 -0.2994
O 3.4097 -4.6702 -3.3147 0.35 1.04 0.04 -0.6106
O 1.5360 7.4306 -1.3566 0.17 0.10 -0.60 -0.7110
O 3.0330 -7.0020 -3.9265 0.35 -1.05 -0.53 -0.6606
O 4.0285 0.5300 3.9565 -0.12 -0.41 -0.16 -0.5462
O -4.2845 -1.9199 2.3282 0.04 -0.06 -0.68 -0.7172
O -0.8497 -4.4779 -0.3777 -0.02 0.76 -0.86 -0.2482
O -0.7610 0.8762 1.6952 -0.83 -0.13 0.66 -0.4680
O -1.5983 0.8739 -3.3791 0.02 0.27 -0.08 -0.6111
O -1.3396 -1.5233 -3.8680 0.45 -0.65 0.08 -0.5597
O 0.2167 0.4157 -0.4672 -0.03 0.17 -0.09 -0.1278
O -2.2487 -1.7975 3.7551 1.24 -0.84 -0.05 -0.6567
O -3.7430 3.6439 -3.5308 -0.25 -0.64 0.22 -0.2176
O -2.9795 -0.8203 -2.2443 -0.21 0.19 -0.62 -0.1644
O -3.7196 5.6367 -2.1600 -0.01 0.83 0.12 -0.6824
O -4.1489 3.4113 -1.1879 -0.35 -0.39 0.21 -0.5814
O -0.2826 6.3165 -0.1073 -1.24 -0.18 0.10 -0.5775
O 4.1079 -3.8341 0.9207 0.08 -0.61 0.13 -0.1460
O 4.1842 2.7739 2.9671 -0.16 0.20 0.05 -0.1101
C -6.4679 -2.1670 5.8593 0.45 0.38 -0.05 -1.2555
C 5.3956 2.8358 0.8725 -0.54 0.34 -0.20 -1.1871
C 2.0543 5.2409 -0.0139 -0.48 -0.23 -0.41 -1.0152
C 4.7758 2.4706 5.4792 -0.03 0.47 -0.30 -1.0618
C 3.7163 -3.8945 2.2766 -0.35 1.08 -0.14 -0.4596
C -5.8466 -1.4963 4.6544 -0.75 0.20 -0.44 -0.1507
C -0.9803 -4.3748 1.0152 0.11 0.28 0.36 0.0113
C 2.3951 -4.5925 2.3858 0.54 -0.39 0.15 -0.7060
C -3.8666 0.2162 -1.7443 0.09 0.63 1.38 -0.0268
C 0.0707 -1.0134 -0.2860 -0.68 -1.34 -1.27 0.3372
C 0.2899 -4.8835 1.6703 -1.06 -0.13 0.12 -0.8255
C 5.3479 -3.2024 0.7201 -0.16 0.61 -0.44 -0.7674
C -3.6055 0.2943 -0.2597 0.19 -0.41 0.61 -0.9035
C 2.7487 8.1123 1.1119 -0.07 0.33 0.98 -0.0134
C -3.7952 3.5783 -5.8690 0.24 -0.73 -0.15 -1.1344
C 1.0877 -1.6787 -1.1916 0.90 0.45 0.14 -0.9933
C -0.6640 -5.7613 -5.6007 -0.76 0.66 -0.14 -1.1141
C -3.4809 -0.3786 -4.7295 -0.11 0.13 -0.28 -1.1364
C 2.9292 8.6447 2.5261 -0.34 -0.06 0.32 -1.3189
C -1.7227 3.9456 -1.8920 -0.18 0.33 0.33 -0.8224
C -3.2200 4.3004 -4.6837 -0.17 0.44 -0.34 -0.1637
C -3.5459 0.3991 3.4164 -0.18 0.07 -0.65 -0.5682
C 5.3913 2.4014 2.3137 1.89 -1.10 -0.28 -0.3350
C 1.5981 -5.9957 -2.0035 0.48 0.24 -0.06 -0.7049
C -1.9089 -3.8291 -1.1041 -0.20 -0.95 0.60 -0.4176
C 1.8240 0.8882 1.5281 -0.64 -0.45 0.20 -0.3435
C 0.6756 -6.3132 -5.2595 0.98 -0.01 -0.47 -0.2430
H -4.8813 3.5736 -5.7958 -0.04 0.22 -0.20 0.3108
H 2.3839 9.5782 2.6710 0.10 0.06 -0.18 0.3300
H -3.4853 2.5300 -5.8859 0.09 0.05 0.11 0.1076
H -6.1537 -0.4402 4.5963 0.40 -0.05 0.24 0.2808
H -4.4233 0.7469 3.9519 -0.08 0.04 -0.08 0.4722
H 2.5615 -5.5906 1.9524 -0.23 -0.04 0.12 0.3325
H -1.1510 4.6451 -2.4949 0.03 -0.09 -0.15 0.4822
H -7.5526 -2.1633 5.7789 -0.04 -0.12 -0.10 0.3885
H 3.9802 8.8113 2.7616 0.00 0.03 -0.09 0.3849
H 5.8044 2.3351 5.1557 0.03 -0.35 0.12 0.3372
H 2.1218 -0.0506 1.0769 0.36 -0.04 -0.14 0.1636
H -0.5075 -4.7376 -5.9478 -0.24 -0.03 -0.06 0.2782
H -2.2705 -2.9268 -0.6015 0.18 -0.03 -0.01 0.0172
H -3.0683 -0.0529 -5.6820 0.07 -0.02 0.01 0.4389
H 1.7315 4.5453 -0.7881 0.12 0.05 -0.12 0.3301
H -6.0783 -3.1804 5.9191 -0.18 -0.09 0.19 0.3135
H 2.1000 -1.3756 -0.9059 0.01 0.05 -0.02 0.3617
H 6.0564 -3.4513 1.5134 0.15 -0.02 -0.12 0.3233
H 2.5047 7.9653 3.2676 0.21 -0.22 -0.12 0.3304
H 0.9604 -5.1261 -1.8938 -0.10 -0.01 0.31 -0.0155
H 2.8287 8.9642 0.4385 -0.11 -0.40 -0.45 0.2575
H -3.6456 1.1920 -2.1595 0.28 -0.02 -0.38 0.0530
H 3.4876 7.3407 0.8955 0.06 0.14 -0.15 0.2365
H 2.5290 1.6937 1.3834 0.10 0.00 -0.04 -0.0941
H 4.4183 -4.4387 2.9241 0.18 0.00 -0.26 0.4601
H -1.1991 -6.3104 -6.3760 0.40 -0.17 -0.16 0.3983
H -1.8216 -4.9869 1.3698 0.03 -0.02 0.00 0.3786
H -1.5259 2.9000 -2.1064 0.09 -0.04 -0.08 0.1389
H -1.3714 -5.7265 -4.7693 0.34 0.04 0.25 0.2379
H 1.7683 4.7817 0.9269 0.22 0.11 0.19 0.3044
H 5.3417 3.9221 0.7774 -0.01 -0.01 0.07 0.2437
H 0.0529 -5.1673 2.7056 -0.14 -0.26 -0.11 0.4052
H -3.4500 4.0122 -6.8059 -0.18 0.20 0.01 0.4265
H -1.5857 -3.5848 -2.1148 0.21 -0.04 0.10 0.1079
H -4.4048 0.8573 0.2222 0.16 0.16 0.02 0.5788
H 1.1085 -2.7634 -1.1550 -0.46 -0.10 0.19 0.0329
H -2.1310 4.2834 -4.6403 0.05 -0.04 -0.15 0.3065
H 6.3054 2.5110 0.3711 0.05 -0.11 0.11 0.4113
H 2.1352 -4.6941 3.4481 0.15 -0.19 0.04 0.3141
H 5.7248 -3.4606 -0.2706 0.04 -0.49 0.19 0.2505
H -3.8736 -1.3874 -4.8171 0.04 -0.06 0.00 0.2881
H -1.5277 4.1718 -0.8454 0.09 -0.07 0.02 0.3631
H 6.3162 2.7515 2.8043 -0.63 0.76 0.27 0.4064
H 2.3494 -6.0441 -1.2164 -0.07 0.14 0.11 0.3760
H 0.0603 -1.3738 0.7422 0.45 0.51 0.19 0.5174
H -0.9084 -1.2914 -0.6921 -0.04 0.42 0.24 -0.5761
H 1.0361 -6.9233 -2.0057 -0.11 -0.01 -0.29 0.4201
H 3.6304 -2.8694 2.6614 0.04 0.03 0.14 0.2047
H -6.2313 -1.9257 3.7249 0.37 -0.26 0.09 0.3078
H 0.6517 -7.2939 -4.7838 0.05 0.26 0.48 0.3922
H -4.2747 0.3010 -4.4285 0.11 0.11 0.12 0.3207
H 4.6250 3.5408 5.6059 -0.25 -0.05 0.15 0.3579
H 4.5292 1.9124 6.3757 0.13 -0.01 0.09 0.3763
H -3.5715 5.3330 -4.7130 0.16 0.06 0.28 0.3199
H -3.5776 0.7247 2.3796 0.03 0.12 0.03 0.0047
H -6.2038 -1.6032 6.7539 0.05 -0.21 0.12 0.2924
H 0.5802 -5.7753 1.0960 0.18 -0.02 0.20 0.3282
H -1.1939 -3.3390 1.3112 0.07 -0.03 0.07 -0.1431
H -2.6421 0.7714 3.8827 0.11 -0.18 0.07 0.2119
H 0.9322 -1.3523 -2.2211 -0.07 -0.07 0.05 0.2937
H 3.1033 5.4819 -0.1295 0.12 -0.07 0.14 0.4912
H 1.3250 -6.4252 -6.1305 -0.37 -0.16 -0.18 0.2940
H -2.7440 -4.5456 -1.1439 -0.05 0.29 -0.17 0.4803
H -4.9302 0.0525 -1.9323 0.22 -0.77 -0.32 0.2741
H -3.5478 -0.6881 0.2204 -0.49 -0.13 -0.30 0.1841
H -2.6243 0.7071 -0.0158 -0.19 0.48 -0.28 -0.0504
H 4.5412 2.4147 0.3374 0.08 -0.02 0.00 0.2758
H 5.2305 -2.1106 0.6445 -0.06 0.01 0.50 0.1930
H 1.6115 0.6778 2.5723 0.20 0.26 0.10 0.3041
H 5.5855 1.3232 2.3853 -0.80 -0.01 -0.18 0.3720
```
Positions in Å, forces in eV/Å.

## Properties
ΔE to the lowest compared entry with this formula, charge and spin   29.4 kJ/mol
Lowest unoccupied orbital energy   0.09 eV
Maximum force   2.208 eV Å⁻¹
SMILES   CCOS(C)(=O)=O.CCOS(C)(=O)=O.CCOS(C)(=O)=O.CCOS(C)(=O)=O.CCOS(C)(=O)=O.CCOS(C)(=O)=O.CCOS(C)(=O)=O.COCCOCCOC
Energy   -5663.6687 a.u.
HOMO   -9.653 eV
Orbital gap   9.74 eV